Model a:
The following is a quantum chemistry calculation of 2 unconnected molecules or ions with the total composition C6H11N4, from the OMol25 dataset.

## Properties
Orbital gap (spin up / spin down), eV: 7.34 / 7.06
E_HOMO (spin up / spin down), eV: -13.96 / -13.91

ORCA input file:
```
! wB97M-V def2-TZVPD RIJCOSX def2/J DEFGRID3
* xyz 1 1
C -1.217 -0.350 -2.995
C -0.125 -0.756 -2.195
C -0.549 -0.086 -1.062
C 0.597 0.685 2.077
C 0.974 -1.669 -2.457
C 0.368 0.475 3.485
N -2.180 0.291 -2.313
N -1.763 0.456 -1.092
N 0.425 1.920 1.578
N 0.875 -0.280 1.291
H -1.290 -0.477 -4.025
H 0.520 -2.526 -2.901
H 1.667 -1.352 -3.238
H 1.639 -1.929 -1.670
H -0.569 0.087 3.592
H 0.862 -0.454 3.904
H 0.620 1.436 4.073
H -2.488 0.782 -0.334
H 0.088 2.761 2.105
H 0.793 2.223 0.666
H 0.752 -1.237 1.510
*
```

=====

Model b:
The following is a quantum chemistry calculation of 2 unconnected molecules or ions with the total composition C6H11N4, from the OMol25 dataset.

## Properties
Orbital gap (spin up / spin down), eV: 7.71 / 8.70
E_HOMO (spin up / spin down), eV: -13.29 / -13.71

ORCA input file:
```
! wB97M-V def2-TZVPD RIJCOSX def2/J DEFGRID3
* xyz 1 1
C -2.982 -0.844 0.634
C -1.849 -1.046 1.431
C -2.526 -0.247 -0.521
C -0.175 0.435 -1.077
C 2.254 -0.864 0.156
C 1.786 1.368 0.840
N -0.740 -0.642 0.883
N -1.131 -0.192 -0.408
N 2.071 0.449 -0.214
N -0.218 0.935 -2.255
H -3.971 -1.016 0.806
H -1.707 -1.408 2.386
H -2.954 0.193 -1.337
H 2.193 -1.500 -0.844
H 3.360 -1.108 0.204
H 1.596 -1.388 1.014
H 1.781 2.416 0.598
H 1.016 0.956 1.517
H 2.576 1.523 1.528
H -1.058 0.732 -2.759
H 0.677 1.250 -2.582
*
```

=====

Going by the energies, model a is most stable and the next is 0.0097 hartree up.

=====

Model a:
The following is a quantum chemistry calculation of a gas-phase ion, C2H6N3S (charge +1), from the OMol25 dataset.

## Properties
Orbital gap (spin up / spin down), eV: 7.32 / 7.32
Structure (SMILES): N/C=[NH+]\CN=S
E_HOMO (spin up / spin down), eV: -13.13 / -13.13

ORCA input file:
```
! wB97M-V def2-TZVPD RIJCOSX def2/J DEFGRID3
* xyz 1 1
N -0.302 1.645 -0.101
C -1.093 0.686 0.346
N -0.537 -0.474 0.727
C 0.322 -1.314 -0.347
N 1.675 -0.967 -0.564
S 2.611 0.148 0.065
H -0.579 2.517 -0.590
H 0.730 1.266 -0.163
H -2.162 0.940 0.528
H -0.770 -1.078 1.500
H -0.258 -1.039 -1.373
H 0.363 -2.330 -0.028
*
```

=====

Model b:
The following is a quantum chemistry calculation of a gas-phase ion, C2H6N3S (charge +1), from the OMol25 dataset.

## Properties
Orbital gap (spin up / spin down), eV: 5.21 / 5.41
Structure (SMILES): [H]/N=C(/C[S-])[NH+]=[NH2+]
E_HOMO (spin up / spin down), eV: -13.64 / -13.92

ORCA input file:
```
! wB97M-V def2-TZVPD RIJCOSX def2/J DEFGRID3
* xyz 1 1
H -1.249 -2.265 0.902
N -0.355 -2.036 0.472
C -0.006 -0.862 0.162
C 1.347 -0.774 -0.672
S 2.593 0.094 0.257
N -0.616 0.361 0.508
N -0.113 1.616 0.243
H 1.621 -1.878 -0.628
H 1.191 -0.418 -1.682
H -0.984 0.265 1.531
H 0.314 2.078 1.034
H 0.260 1.654 -0.740
*
```

=====

Going by the energies, model a is most stable and the next is 0.0853 hartree up.

=====

Model a:
The following is a quantum chemistry calculation of 2 unconnected molecules or ions with the total composition C12H16N2, from the OMol25 dataset.

## Properties
Orbital gap, eV: 9.28
Structure (SMILES): CCc1c[nH]cn1.Cc1ccccc1
E_HOMO, eV: -8.46

ORCA input file:
```
! wB97M-V def2-TZVPD RIJCOSX def2/J DEFGRID3
* xyz 0 1
C 1.585 2.620 -2.417
C 0.963 1.500 -1.605
C 1.916 0.393 -1.441
C 1.841 -0.904 -1.970
N 3.042 -1.452 -1.656
C 3.793 -0.560 -0.937
N 3.116 0.569 -0.868
H 2.393 3.111 -1.870
H 0.794 3.368 -2.558
H 2.018 2.282 -3.357
H 0.670 1.775 -0.580
H -0.033 1.175 -1.928
H 0.985 -1.311 -2.479
H 3.409 -2.390 -1.761
H 4.814 -0.790 -0.696
C -3.964 0.089 3.364
C -3.035 -0.100 2.227
C -1.851 0.643 2.097
C -0.897 0.235 1.198
C -0.988 -0.960 0.492
C -2.202 -1.626 0.530
C -3.247 -1.135 1.326
H -4.938 -0.376 3.186
H -4.185 1.150 3.531
H -3.619 -0.367 4.292
H -1.693 1.617 2.548
H -0.051 0.893 1.046
H -0.150 -1.240 -0.132
H -2.293 -2.518 -0.079
H -4.098 -1.809 1.357
*
```

=====

Model b:
The following is a quantum chemistry calculation of a single C12H16N2 molecule, from the OMol25 dataset.

## Properties
Orbital gap (spin up / spin down), eV: 7.59 / 7.60
E_HOMO (spin up / spin down), eV: -7.33 / -7.33

ORCA input file:
```
! wB97M-V def2-TZVPD RIJCOSX def2/J DEFGRID3
* xyz 0 1
C 4.110 -0.182 -0.140
C 3.484 0.016 -1.296
C 3.399 0.034 1.062
C 2.065 0.219 -1.367
C 2.012 0.204 0.988
C 1.286 0.318 -0.211
C -0.123 0.279 -0.015
C -1.118 0.931 0.568
C -2.473 0.189 0.647
C -1.182 2.411 0.926
C -1.083 -2.469 0.731
C -2.635 -0.304 -1.738
N -1.301 -1.581 -0.402
N -2.431 -0.836 -0.418
H 5.221 -0.198 -0.188
H 3.931 0.029 -2.333
H 3.979 0.008 2.028
H 1.646 0.500 -2.366
H 1.485 0.575 1.917
H -2.499 -0.313 1.636
H -3.320 0.969 0.642
H -0.661 2.552 1.817
H -2.160 2.854 0.915
H -0.613 2.929 0.200
H -0.083 -2.557 1.008
H -1.917 -2.545 1.467
H -1.286 -3.526 0.322
H -2.112 -0.973 -2.473
H -3.680 -0.072 -2.017
H -1.941 0.540 -1.912
*
```

=====

Going by the energies, model a is most stable and the next is 0.1890 hartree up.

=====

Model a:
The following is a quantum chemistry calculation of a single C20H22N4O3 molecule, from the OMol25 dataset.

## Properties
Orbital gap, eV: 9.07
Structure (SMILES): Cc1ccc(OCc2cc(C(=O)N[C@@H](C)Cc3cnccn3)no2)cc1C
E_HOMO, eV: -8.41

ORCA input file:
```
! wB97M-V def2-TZVPD RIJCOSX def2/J DEFGRID3
* xyz 0 1
C -6.057 -1.804 1.362
C -5.186 -0.715 0.813
C -4.008 -0.367 1.450
C -3.180 0.636 0.969
C -3.539 1.312 -0.186
O -2.823 2.329 -0.768
C -1.613 2.726 -0.181
C -0.543 1.679 -0.235
C 0.434 1.324 0.655
C 1.127 0.284 -0.011
C 2.314 -0.456 0.485
O 2.793 -0.253 1.585
N 2.772 -1.371 -0.394
C 4.051 -2.018 -0.223
C 4.000 -3.431 -0.787
C 5.159 -1.182 -0.907
C 5.136 0.210 -0.358
C 5.910 0.604 0.733
N 5.817 1.812 1.256
C 4.943 2.644 0.709
C 4.180 2.268 -0.386
N 4.279 1.060 -0.917
N 0.590 0.060 -1.188
O -0.436 0.916 -1.332
C -4.723 0.971 -0.835
C -5.548 -0.029 -0.353
C -6.814 -0.370 -1.077
H -6.178 -2.604 0.633
H -5.623 -2.223 2.266
H -7.049 -1.420 1.600
H -3.717 -0.890 2.350
H -2.271 0.865 1.502
H -1.751 3.040 0.863
H -1.296 3.596 -0.769
H 0.644 1.719 1.625
H 2.359 -1.365 -1.315
H 4.240 -2.041 0.856
H 4.947 -3.938 -0.621
H 3.211 -3.999 -0.301
H 3.802 -3.405 -1.856
H 6.126 -1.650 -0.727
H 4.960 -1.147 -1.980
H 6.622 -0.066 1.196
H 4.866 3.624 1.157
H 3.471 2.938 -0.855
H -4.980 1.512 -1.733
H -6.806 -1.413 -1.392
H -7.676 -0.229 -0.426
H -6.936 0.258 -1.955
*
```

=====

Model b:
The following is a quantum chemistry calculation of a single C20H22N4O3 molecule, from the OMol25 dataset.

## Properties
Orbital gap, eV: 8.63
Structure (SMILES): COc1ccccc1C(=O)Nc1ccc2c(c1)nc(CCNC(C)=O)n2C
E_HOMO, eV: -8.02

ORCA input file:
```
! wB97M-V def2-TZVPD RIJCOSX def2/J DEFGRID3
* xyz 0 1
C -2.744 -0.538 -2.632
O -3.235 -0.696 -1.325
C -3.530 0.417 -0.597
C -3.541 1.709 -1.107
C -3.895 2.777 -0.298
C -4.258 2.574 1.020
C -4.247 1.290 1.536
C -3.860 0.214 0.752
C -3.878 -1.152 1.352
O -4.842 -1.585 1.952
N -2.759 -1.916 1.209
C -1.529 -1.599 0.620
C -0.882 -2.602 -0.121
C 0.325 -2.384 -0.748
C 0.890 -1.124 -0.621
C 0.259 -0.113 0.142
C -0.949 -0.352 0.786
N 1.033 1.016 0.119
C 2.072 0.722 -0.617
C 3.210 1.653 -0.849
C 3.753 2.162 0.503
N 3.717 1.136 1.526
C 4.317 -0.066 1.355
C 3.968 -1.075 2.428
O 5.073 -0.303 0.434
N 2.050 -0.559 -1.093
C 3.059 -1.211 -1.884
H -1.838 0.077 -2.644
H -3.495 -0.100 -3.297
H -2.501 -1.542 -2.976
H -3.280 1.895 -2.136
H -3.894 3.774 -0.714
H -4.548 3.407 1.642
H -4.527 1.104 2.562
H -2.891 -2.885 1.476
H -1.359 -3.567 -0.208
H 0.801 -3.170 -1.314
H -1.410 0.416 1.383
H 2.881 2.508 -1.443
H 4.002 1.133 -1.383
H 4.787 2.489 0.369
H 3.150 2.996 0.858
H 2.961 1.194 2.188
H 2.920 -1.358 2.331
H 4.125 -0.650 3.416
H 4.587 -1.959 2.309
H 2.784 -2.255 -2.012
H 4.026 -1.158 -1.379
H 3.140 -0.744 -2.869
*
```

=====

Going by the energies, model b is most stable and the next is 0.0894 hartree up.

=====

Model a:
The following is a quantum chemistry calculation of 2 unconnected molecules or ions with the total composition C3H4ClN, from the OMol25 dataset.

## Properties
Orbital gap (spin up / spin down), eV: 8.04 / 7.82
E_HOMO (spin up / spin down), eV: -8.18 / -7.97

ORCA input file:
```
! wB97M-V def2-TZVPD RIJCOSX def2/J DEFGRID3
* xyz 0 1
C 0.160 -0.561 -1.953
C 0.248 -0.124 -0.826
C 0.473 0.361 0.476
N -0.101 1.446 0.898
Cl 0.247 2.246 2.413
H 0.466 -1.005 -2.885
H 1.496 0.289 0.700
H -0.358 -1.341 1.129
H -1.056 1.607 0.835
*
```

=====

Model b:
The following is a quantum chemistry calculation of a single C3H4ClN molecule, from the OMol25 dataset.

## Properties
Orbital gap, eV: 11.60
Structure (SMILES): N#CCCCl
E_HOMO, eV: -11.03

ORCA input file:
```
! wB97M-V def2-TZVPD RIJCOSX def2/J DEFGRID3
* xyz 0 1
N 1.531 2.807 0.195
C 0.900 1.883 -0.033
C 0.446 0.617 -0.413
C -0.855 0.060 0.468
Cl -2.152 1.033 -0.137
H -0.070 0.737 -1.453
H 1.245 -0.223 -0.358
H -0.895 0.075 1.504
H -1.129 -1.071 0.241
*
```

=====

Going by the energies, model b is most stable and the next is 0.2043 hartree up.

=====

Model a:
The following is a quantum chemistry calculation of a molecular structure, C3H4ClN, from the OMol25 dataset.

## Properties
Orbital gap (spin up / spin down), eV: 10.08 / 10.08
E_HOMO (spin up / spin down), eV: -9.52 / -9.52

ORCA input file:
```
! wB97M-V def2-TZVPD RIJCOSX def2/J DEFGRID3
* xyz 0 1
C -0.477 -1.907 0.433
C -0.224 -0.756 0.630
C -0.137 0.739 0.562
N 0.839 1.212 -0.927
Cl 1.731 -0.109 -1.550
H -0.912 -2.874 0.361
H 0.452 1.053 1.470
H -1.182 1.164 0.368
H -0.089 1.478 -1.346
*
```

=====

Model b:
The following is a quantum chemistry calculation of a single C3H4ClN molecule, from the OMol25 dataset.

## Properties
Orbital gap, eV: 10.31
Structure (SMILES): C#CCNCl
E_HOMO, eV: -9.74

ORCA input file:
```
! wB97M-V def2-TZVPD RIJCOSX def2/J DEFGRID3
* xyz 0 1
C 2.074 0.577 0.094
C 1.110 -0.052 -0.231
C -0.212 -0.568 -0.333
N -1.210 0.518 -0.014
Cl -2.886 -0.111 0.125
H 2.898 1.051 0.488
H -0.297 -1.536 0.398
H -0.402 -0.803 -1.483
H -1.075 0.925 0.955
*
```

=====

Going by the energies, model b is most stable and the next is 0.0410 hartree up.

=====

Model a:
The following is a quantum chemistry calculation of 2 unconnected molecules or ions with the total composition C2H8NO, from the OMol25 dataset.

## Properties
Orbital gap, eV: 4.95
E_HOMO, eV: -14.97

ORCA input file:
```
! wB97M-V def2-TZVPD RIJCOSX def2/J DEFGRID3
* xyz 1 1
C 2.149 0.643 0.197
O 0.792 0.367 0.174
C -1.836 -0.346 0.348
N -1.089 -0.866 -0.820
H 2.396 1.676 -0.305
H 2.862 -0.090 -0.357
H -1.193 -0.572 1.203
H -2.854 -0.763 0.534
H -2.029 0.775 0.213
H -1.682 -1.142 -1.553
H -0.160 -0.470 -0.863
H 2.643 0.788 1.229
*
```

=====

Model b:
The following is a quantum chemistry calculation of 2 unconnected molecules or ions with the total composition C2H8NO, from the OMol25 dataset.

## Properties
Orbital gap, eV: 10.30
E_HOMO, eV: -15.68

ORCA input file:
```
! wB97M-V def2-TZVPD RIJCOSX def2/J DEFGRID3
* xyz 1 1
C -0.658 0.294 -0.755
C 1.678 0.978 -0.835
N 0.679 0.549 -0.173
H -0.907 -0.790 -0.917
H -1.468 0.820 -0.196
H -0.571 0.694 -1.754
H 1.511 1.226 -1.897
H 2.724 0.781 -0.515
H 0.804 0.151 0.724
H -0.992 -1.230 2.694
H -1.566 -2.188 1.813
O -1.234 -1.287 1.811
*
```

=====

Model c:
The following is a quantum chemistry calculation of 2 unconnected molecules or ions with the total composition C2H8NO, from the OMol25 dataset.

## Properties
Orbital gap, eV: 11.02
E_HOMO, eV: -16.08

ORCA input file:
```
! wB97M-V def2-TZVPD RIJCOSX def2/J DEFGRID3
* xyz 1 1
O 1.487 1.270 -1.416
H 1.711 1.382 -2.347
H 2.259 1.592 -0.984
H -0.001 -2.534 1.314
C -0.566 -1.554 1.259
C -0.263 -0.547 0.291
N -1.019 0.528 0.085
H -0.071 -1.143 2.279
H -1.676 -1.732 1.503
H 0.622 -0.607 -0.344
H -1.914 0.513 0.472
H -0.720 1.280 -0.460
*
```

=====

Going by the energies, model c is most stable and the next is 0.0176 hartree up.

=====

Model a:
The following is a quantum chemistry calculation of a single C4HNO molecule, from the OMol25 dataset.

## Properties
Orbital gap, eV: 9.64
E_HOMO, eV: -11.03

ORCA input file:
```
! wB97M-V def2-TZVPD RIJCOSX def2/J DEFGRID3
* xyz 0 1
O -1.393 -1.016 1.061
C -1.312 -0.144 0.235
C -0.065 0.424 -0.236
C 0.983 0.955 -0.682
C 1.691 0.067 0.231
N 2.288 -0.626 0.949
H -2.168 0.333 -0.267
*
```

=====

Model b:
The following is a quantum chemistry calculation of a single C4HNO molecule, from the OMol25 dataset.

## Properties
Orbital gap, eV: 10.08
Structure (SMILES): N#CC#CC=O
E_HOMO, eV: -11.21

ORCA input file:
```
! wB97M-V def2-TZVPD RIJCOSX def2/J DEFGRID3
* xyz 0 1
N 3.412 -0.411 -0.008
C 2.253 -0.182 0.002
C 0.901 -0.048 0.045
C -0.296 -0.003 0.169
C -1.751 0.190 0.008
O -2.419 -0.789 -0.005
H -2.100 1.242 -0.209
*
```

=====

Going by the energies, model b is most stable and the next is 0.0720 hartree up.